No. 1
Formula: C28H53N6O5S4
Source: the OMol25 dataset
Level of theory: ωB97M-V/def2-TZVPD

Properties
**Gap between HOMO and LUMO**: 7.337 eV

```
! RIJCOSX wB97M-V def2-TZVPD def2/J DEFGRID3
* xyz -1 1
C 0.79 -0.28 0.28
C -0.70 0.08 0.19
O -1.12 1.14 0.95
H 1.05 -1.19 -0.26
H 1.15 -0.41 1.31
H 1.37 0.57 -0.11
H -1.24 -0.88 0.39
H -0.93 0.29 -0.87
C 1.35 -4.64 2.18
S -0.04 -3.96 1.22
O -1.04 -5.03 0.89
C -0.81 -3.02 2.54
H 1.95 -5.32 1.57
H 1.03 -5.21 3.06
H 1.90 -3.81 2.63
H -0.06 -2.32 2.93
H -1.13 -3.62 3.39
H -1.64 -2.42 2.18
C 2.03 -1.10 -2.97
S 1.69 -2.75 -3.66
O 3.02 -3.15 -4.21
C 0.59 -2.14 -4.97
H 2.52 -0.41 -3.66
H 2.81 -1.25 -2.22
H 1.09 -0.63 -2.66
H 1.11 -1.34 -5.51
H -0.36 -1.70 -4.66
H 0.44 -2.95 -5.69
C 5.40 -2.56 1.90
S 3.73 -2.09 1.33
O 3.83 -0.73 0.73
C 3.70 -3.24 -0.07
H 5.64 -2.16 2.88
H 6.19 -2.19 1.24
H 5.44 -3.65 1.90
H 2.90 -2.89 -0.72
H 3.49 -4.25 0.26
H 4.65 -3.10 -0.59
C 1.44 2.69 -2.24
S 2.48 4.16 -2.22
O 3.17 4.27 -3.54
C 1.14 5.39 -2.24
H 0.78 2.69 -1.37
H 2.06 1.79 -2.14
H 0.79 2.62 -3.11
H 1.66 6.34 -2.11
H 0.49 5.20 -1.39
H 0.59 5.34 -3.17
C -2.41 3.34 -1.50
C -3.83 3.58 -1.22
N -4.95 3.74 -1.00
H -1.86 3.84 -0.70
H -2.25 3.83 -2.46
H -2.24 2.27 -1.40
C -3.73 0.62 -3.80
C -2.28 0.63 -3.50
N -1.16 0.72 -3.31
H -4.01 -0.32 -4.25
H -4.00 1.47 -4.42
H -4.30 0.63 -2.87
C -1.80 -2.64 -2.27
C -1.20 -3.90 -2.66
N -0.76 -4.91 -2.99
H -2.03 -2.80 -1.21
H -2.66 -2.48 -2.91
H -1.14 -1.77 -2.33
N -0.03 0.58 3.69
C 1.02 0.04 4.35
C 0.64 -0.09 5.69
C -0.63 0.48 5.81
C -1.05 0.85 4.54
H -0.08 0.69 2.68
H 1.87 -0.37 3.82
H 1.24 -0.57 6.44
H -1.36 0.43 6.61
H -1.97 1.31 4.20
N 0.97 3.14 1.35
C 2.29 2.77 1.39
C 3.02 3.95 1.47
C 2.12 5.03 1.55
C 0.85 4.49 1.48
H 0.15 2.53 1.25
H 2.48 1.71 1.42
H 4.09 3.94 1.51
H 2.42 6.07 1.56
H -0.12 4.96 1.48
N -3.96 0.38 1.10
C -5.14 0.28 0.43
C -5.87 -0.74 0.98
C -5.07 -1.29 2.02
C -3.91 -0.56 2.09
H -3.20 0.96 0.75
H -5.36 0.90 -0.43
H -6.83 -1.11 0.64
H -5.33 -2.12 2.66
H -3.01 -0.69 2.67
*
```

No. 2
Formula: C23H27OPdSi
Source: the OMol25 dataset
Level of theory: ωB97M-V/def2-TZVPD

Properties
**Gap between HOMO and LUMO (spin up / spin down)**: 9.438 / 5.187 eV
**Relative energy (zero: lowest compared OMol25 entry of this formula, charge and spin)**: 17.98 kcal per mole
**<S²>**: 2.01

```
! RIJCOSX wB97M-V def2-TZVPD def2/J DEFGRID3
* xyz 1 3
Pd 1.64 0.57 1.01
C 2.90 3.96 -0.51
C 3.16 2.79 0.38
C 2.64 2.75 1.69
C 2.93 1.67 2.55
C 3.73 0.61 2.09
C 4.27 0.66 0.79
C 3.99 1.73 -0.05
H 2.33 3.64 -1.39
H 3.85 4.36 -0.87
H 2.35 4.74 0.00
H 2.09 3.61 2.06
H 2.63 1.72 3.59
H 4.02 -0.18 2.77
H 4.95 -0.12 0.47
H 4.45 1.79 -1.03
C -3.26 -0.03 0.96
C -1.97 0.71 0.72
C -2.17 2.03 0.02
C -1.15 0.85 1.98
Si -0.77 -0.35 -0.60
O 0.46 0.58 -0.78
C -0.37 -1.86 0.50
C 0.93 -1.95 1.00
C 1.33 -3.02 1.78
C 0.43 -4.04 2.05
C -0.86 -3.99 1.54
C -1.26 -2.89 0.79
C -1.62 -0.76 -2.23
C -1.00 -0.28 -3.38
C -1.47 -0.62 -4.64
C -2.58 -1.44 -4.75
C -3.20 -1.93 -3.61
C -2.73 -1.58 -2.36
H -3.90 0.57 1.60
H -3.09 -0.98 1.46
H -3.80 -0.21 0.03
H -2.75 2.70 0.65
H -2.70 1.91 -0.92
H -1.21 2.51 -0.19
H -1.59 1.61 2.63
H -0.11 1.21 1.74
H -1.10 -0.09 2.53
H 1.69 -1.20 0.65
H 2.33 -3.08 2.18
H 0.74 -4.88 2.65
H -1.55 -4.79 1.73
H -2.28 -2.85 0.42
H -0.13 0.36 -3.28
H -0.97 -0.25 -5.52
H -2.96 -1.70 -5.73
H -4.06 -2.57 -3.70
H -3.23 -1.97 -1.49
*
```

No. 3
Formula: H20O10
Source: the OMol25 dataset
Level of theory: ωB97M-V/def2-TZVPD

Properties
**Gap between HOMO and LUMO**: 9.728 eV
**Relative energy (zero: lowest compared OMol25 entry of this formula, charge and spin)**: 54.09 kcal per mole
**Structure (SMILES)**: O.O.O.O.O.O.O.O.O.O

```
! RIJCOSX wB97M-V def2-TZVPD def2/J DEFGRID3
* xyz 0 1
O 2.77 3.19 0.07
H 3.62 2.73 0.09
H 2.24 2.73 -0.61
O -0.19 -0.02 0.40
H -0.53 -0.93 0.45
H 0.68 -0.08 -0.02
O 0.77 2.47 -1.86
H -0.06 1.98 -1.85
H 1.30 2.07 -2.57
O -3.71 -2.90 1.53
H -3.62 -2.30 2.29
H -2.85 -2.87 1.10
O -2.97 0.51 0.87
H -3.24 0.59 1.79
H -2.00 0.48 0.89
O 1.26 2.48 2.37
H 0.75 1.78 1.96
H 1.86 2.81 1.68
O -3.83 -1.55 -0.96
H -3.33 -0.99 -0.34
H -4.40 -2.07 -0.39
O -0.74 -2.85 0.83
H -1.04 -3.74 0.62
H 0.19 -2.96 1.07
O 2.83 0.98 -2.98
H 3.75 1.25 -2.93
H 2.66 0.46 -2.18
O 2.38 -0.82 -0.61
H 2.84 -1.55 -1.04
H 2.63 -0.88 0.32
*
```

Number 1: calculated total energy -92411.413 eV. Number 2: calculated total energy -37687.322 eV. Number 3: calculated total energy -20800.267 eV.